This record from the OMol25 dataset describes a molecular structure, C39H37BIrN3O5P2. The level of theory is wB97M-V/def2-TZVPD.

```
88
Properties=species:S:1:pos:R:3
Ir 1.335 -0.482 -0.479
N -0.840 2.197 -0.077
P 0.788 1.718 -0.095
C 1.562 3.164 -0.910
C 2.635 3.042 -1.784
C 3.218 4.176 -2.339
C 2.740 5.436 -2.023
C 1.678 5.567 -1.137
C 1.100 4.442 -0.577
C 1.316 2.014 1.625
C 2.629 1.707 1.980
C 3.080 1.957 3.264
C 2.225 2.518 4.204
C 0.920 2.826 3.856
C 0.464 2.576 2.567
P -2.166 1.362 -0.861
C -3.332 2.779 -0.745
C -3.736 3.385 -1.931
C -4.570 4.497 -1.911
C -5.005 5.010 -0.700
C -4.606 4.414 0.492
C -3.777 3.305 0.469
C -2.807 0.342 0.520
C -2.030 -0.052 1.602
C -2.548 -0.913 2.563
C -3.845 -1.387 2.450
C -4.626 -1.007 1.364
C -4.106 -0.158 0.404
H -0.959 3.183 -0.273
H 2.992 2.054 -2.024
H 4.051 4.065 -3.022
H 3.197 6.317 -2.455
H 1.307 6.549 -0.874
H 0.307 4.578 0.150
H 3.298 1.263 1.249
H 4.098 1.708 3.535
H 2.578 2.713 5.209
H 0.251 3.262 4.587
H -0.561 2.797 2.297
H -3.395 2.979 -2.876
H -4.877 4.959 -2.840
H -5.661 5.871 -0.680
H -4.946 4.815 1.439
H -3.476 2.833 1.397
H -1.010 0.296 1.704
H -1.925 -1.220 3.394
H -4.247 -2.057 3.199
H -5.635 -1.387 1.259
H -4.716 0.118 -0.451
O 1.117 -0.943 1.481
N 1.388 -2.161 1.799
N 1.833 -2.871 0.860
O 2.016 -2.423 -0.379
C 2.123 -4.258 1.097
C 2.029 -4.778 2.381
C 2.328 -6.115 2.575
C 2.715 -6.915 1.507
C 2.797 -6.375 0.234
C 2.501 -5.036 0.017
H 1.725 -4.147 3.203
H 2.257 -6.533 3.570
H 2.952 -7.958 1.671
H 3.092 -6.994 -0.602
H 2.553 -4.598 -0.967
C 4.588 -1.596 -2.078
C 3.514 -0.695 -2.674
C 4.138 0.277 -3.668
O 2.838 0.060 -1.679
H 5.080 -2.170 -2.866
H 4.170 -2.287 -1.351
H 5.342 -0.987 -1.573
H 2.785 -1.311 -3.213
H 4.802 0.967 -3.142
H 3.373 0.857 -4.186
H 4.727 -0.258 -4.416
O -1.284 -1.452 -1.806
B -0.396 -1.502 -0.724
O -0.818 -2.516 0.162
C -1.987 -3.010 -0.351
C -2.818 -3.972 0.171
C -3.966 -4.270 -0.564
C -4.244 -3.629 -1.766
C -3.387 -2.658 -2.287
C -2.264 -2.369 -1.547
H -2.595 -4.456 1.112
H -4.654 -5.016 -0.189
H -5.142 -3.887 -2.311
H -3.595 -2.144 -3.215
```

lowest unoccupied orbital energy	0.158	eV
strongest force on any atom	1.8	eV Å⁻¹
DFT total energy	-77844.7993	eV
gap between HOMO and LUMO	7.9	eV
ΔE to the lowest compared entry with this formula, charge and spin	29.8	kcal/mol
E_HOMO	-7.73	eV
charge	0

Atom charges from the Löwdin analysis, given in e for atoms 1 to 2: number 1, Ir, carries 1.235; number 2, N, carries -0.369

This record from the OMol25 dataset describes a molecular structure, C39H37F3N6O4SeSiTa. The level of theory is wB97M-V/def2-TZVPD.

```
92
Properties=species:S:1:pos:R:3
Ta -0.841 -0.417 -0.109
O -1.244 -0.439 -4.637
C -0.676 -1.646 -4.863
C -0.427 -1.986 -6.193
C 0.190 -3.180 -6.502
C 0.577 -4.059 -5.493
C 0.333 -3.729 -4.179
C -0.300 -2.528 -3.838
C -0.491 -2.196 -2.421
O -1.176 -1.132 -2.081
N 0.090 -2.904 -1.497
N -0.179 -2.340 -0.275
C 0.090 -3.111 0.804
C -0.472 -2.641 1.974
C -0.275 -3.229 3.259
C -0.875 -2.698 4.351
C -1.713 -1.561 4.191
C -1.862 -1.025 2.952
N -1.264 -1.516 1.828
H -1.289 -0.313 -3.673
H -0.723 -1.287 -6.962
H 0.377 -3.430 -7.537
H 1.064 -4.991 -5.738
H 0.626 -4.393 -3.380
H 0.602 -4.054 0.689
H 0.367 -4.095 3.331
H -0.728 -3.134 5.329
H -2.239 -1.132 5.029
H -2.509 -0.169 2.806
O 3.675 0.901 5.170
C 4.137 0.258 4.003
C 2.995 0.108 3.041
C 3.092 -0.738 1.947
C 2.035 -0.831 1.065
N 0.910 -0.118 1.216
C 0.818 0.732 2.260
C 1.834 0.857 3.190
C -0.397 1.551 2.281
C -0.617 2.542 3.226
C -1.736 3.352 3.135
C -1.960 4.457 4.136
O -1.441 4.154 5.409
C -2.610 3.134 2.073
C -2.344 2.120 1.181
N -1.271 1.323 1.276
H 4.400 0.986 5.795
H 4.556 -0.731 4.221
H 4.919 0.849 3.507
H 3.981 -1.325 1.766
H 2.084 -1.476 0.201
H 1.748 1.527 4.030
H 0.077 2.697 4.038
H -3.022 4.721 4.172
H -1.419 5.343 3.792
H -2.041 3.556 5.866
H -3.494 3.742 1.939
H -3.014 1.936 0.354
F -7.697 -0.713 -2.154
C -7.327 -0.098 -1.025
F -8.044 -0.606 -0.020
F -7.649 1.199 -1.146
C -5.841 -0.253 -0.793
C -4.953 0.390 -1.646
C -3.604 0.251 -1.412
N -3.113 -0.478 -0.392
C -3.975 -1.122 0.404
C -5.346 -1.031 0.239
H -5.299 0.989 -2.476
H -2.875 0.734 -2.051
H -3.543 -1.740 1.175
H -6.006 -1.566 0.906
Se 0.259 1.418 -1.457
C 2.063 2.024 -4.196
Si 2.183 0.992 -2.648
C 2.397 -0.819 -3.069
C 3.601 1.520 -1.517
C 3.453 2.139 -0.278
C 4.554 2.469 0.498
C 5.834 2.177 0.055
C 6.007 1.564 -1.177
C 4.903 1.245 -1.950
H 2.955 1.919 -4.813
H 1.932 3.080 -3.965
H 1.203 1.689 -4.777
H 3.437 -1.002 -3.338
H 1.779 -1.110 -3.916
H 2.151 -1.478 -2.237
H 2.459 2.391 0.073
H 4.411 2.971 1.447
H 6.695 2.438 0.657
H 7.002 1.345 -1.539
H 5.067 0.778 -2.914
```

lowest unoccupied orbital energy	-3.531	eV
strongest force on any atom	1.6	eV Å⁻¹
DFT total energy	-141102.4721	eV
gap between HOMO and LUMO	5.4	eV
ΔE to the lowest compared entry with this formula, charge and spin	6.7	kcal/mol
E_HOMO	-8.94	eV
charge	+1

Atom charges from the Löwdin analysis, given in e for atoms 1 to 2: number 1, Ta, carries 1.514; number 2, O, carries 0.058

This record from the OMol25 dataset describes a molecular structure, C39H37F6OP2RuSSbSi. The level of theory is wB97M-V/def2-TZVPD.

```
89
Properties=species:S:1:pos:R:3
Ru 1.047 0.056 -0.129
O 1.735 0.304 3.191
S 0.656 -0.015 2.255
C -0.062 -1.581 2.751
C 0.043 -1.965 4.076
C -0.601 -3.127 4.476
C -1.330 -3.878 3.561
C -1.383 -3.505 2.223
C -0.722 -2.356 1.803
P -0.479 -1.937 0.063
C -1.764 -2.780 -0.863
C -3.089 -2.501 -0.508
C -4.123 -3.132 -1.175
C -3.839 -4.022 -2.206
C -2.524 -4.288 -2.563
C -1.478 -3.657 -1.906
C 1.112 -2.758 -0.285
C 1.699 -2.542 -1.542
C 2.848 -3.232 -1.909
C 3.427 -4.125 -1.020
C 2.855 -4.334 0.233
C 1.710 -3.655 0.610
C -0.755 1.039 2.607
C -1.168 1.118 3.929
C -2.318 1.827 4.230
C -3.044 2.442 3.217
C -2.586 2.410 1.908
C -1.418 1.720 1.589
P -0.689 1.861 -0.069
C 0.303 3.370 0.011
C 1.076 3.679 -1.114
C 1.803 4.858 -1.148
C 1.783 5.718 -0.056
C 1.035 5.400 1.070
C 0.301 4.224 1.114
C -2.084 2.197 -1.154
C -2.322 3.471 -1.661
C -3.371 3.661 -2.548
C -4.149 2.587 -2.955
C -3.920 1.319 -2.435
C -2.888 1.123 -1.534
H 0.616 -1.368 4.775
H -0.533 -3.442 5.510
H -1.839 -4.778 3.881
H -1.907 -4.121 1.504
H -3.302 -1.812 0.303
H -5.150 -2.932 -0.899
H -4.648 -4.508 -2.736
H -2.308 -4.990 -3.359
H -0.456 -3.867 -2.194
H 1.224 -1.894 -2.259
H 3.260 -3.077 -2.899
H 4.321 -4.665 -1.307
H 3.297 -5.046 0.920
H 1.272 -3.841 1.582
H -0.591 0.643 4.713
H -2.647 1.893 5.259
H -3.964 2.964 3.447
H -3.126 2.929 1.125
H 1.092 3.011 -1.967
H 2.386 5.101 -2.029
H 2.351 6.640 -0.083
H 1.015 6.075 1.916
H -0.279 3.985 1.997
H -1.702 4.308 -1.366
H -3.571 4.654 -2.932
H -4.934 2.736 -3.686
H -4.527 0.479 -2.751
H -2.688 0.132 -1.146
F 1.649 0.528 -2.190
Sb 0.562 0.312 -3.934
F 1.506 -1.280 -4.217
F -0.469 -0.612 -2.581
F -0.728 -0.058 -5.208
F -0.295 1.910 -3.471
F 1.994 1.275 -4.623
C 3.457 2.141 1.169
Si 3.529 0.510 0.280
C 4.313 0.571 -1.396
C 4.031 -0.957 1.301
H 4.496 2.395 1.426
H 2.893 2.084 2.098
H 3.057 2.935 0.538
H 5.400 0.603 -1.235
H 4.018 1.457 -1.958
H 4.079 -0.304 -2.003
H 5.088 -0.795 1.562
H 3.963 -1.897 0.753
H 3.471 -1.022 2.233
```

lowest unoccupied orbital energy (alpha / beta)	-6.689 / -8.526	eV
strongest force on any atom	1.8	eV Å⁻¹
DFT total energy	-105793.8358	eV
gap between HOMO and LUMO (alpha / beta)	6.6 / 5.7	eV
2S+1	5
ΔE to the lowest compared entry with this formula, charge and spin	0.0	kcal/mol
E_HOMO (alpha / beta)	-13.29 / -14.22	eV
charge	+2

Atom charges from the Löwdin analysis, given in e for atoms 1 to 2: number 1, Ru, carries 0.885; number 2, O, carries -0.418